Entry 1:
{"formula": "C5H6NP", "method": "wB97M-V/def2-TZVPD", "total_energy_ha": -590.02288, "charge": 0, "orbital_gap_ev": [7.346, 7.353], "symbols": ["P", "N", "C", "C", "C", "C", "C", "H", "H", "H", "H", "H", "H"], "coordinates": [[-0.386, 0.345, -1.694], [-1.293, -0.498, -2.679], [-0.101, -0.256, 1.524], [1.087, -0.456, 0.602], [-1.112, 0.780, -0.232], [1.185, -0.136, -0.637], [-0.817, 0.964, 1.040], [2.153, -0.018, -1.231], [1.908, -0.986, 1.180], [0.369, -0.260, 2.502], [-0.890, 1.746, 1.866], [-0.806, -1.081, 1.366], [-1.297, -0.144, -3.606]], "nbo_charge": [1.290, -1.211, -0.490, -0.159, -0.341, -0.447, -0.223, 0.243, 0.226, 0.230, 0.247, 0.262, 0.372]}

Entry 2:
{"formula": "C5H6O", "method": "wB97M-V/def2-TZVPD", "total_energy_ha": -269.20248, "charge": 0, "orbital_gap_ev": 9.635, "symbols": ["O", "C", "C", "C", "C", "C", "H", "H", "H", "H", "H", "H"], "coordinates": [[1.393, 1.317, 1.287], [-0.447, -0.720, -0.299], [-1.452, 0.384, 0.017], [0.964, -0.175, -0.527], [1.477, -0.152, -1.725], [1.731, 0.344, 0.664], [-0.395, -1.444, 0.523], [2.605, -0.260, 0.963], [-1.599, 1.032, -0.851], [-1.114, 1.005, 0.849], [-0.745, -1.279, -1.190], [-2.418, -0.053, 0.289]], "nbo_charge": [-0.474, -0.375, -0.610, -0.508, 0.280, 0.446, 0.218, 0.136, 0.216, 0.228, 0.226, 0.216]}

Entry 3:
{"formula": "C5H6O", "method": "wB97M-V/def2-TZVPD", "total_energy_ha": -269.30168, "charge": 0, "smiles": "Cc1ccco1", "orbital_gap_ev": 9.336, "symbols": ["O", "C", "C", "C", "C", "C", "H", "H", "H", "H", "H", "H"], "coordinates": [[-0.264, 1.144, 0.703], [0.209, 1.703, -0.430], [-0.062, -1.183, 1.317], [-0.470, -0.349, -0.944], [-0.617, -0.141, 0.392], [0.152, 0.817, -1.460], [0.209, -0.748, 2.275], [-0.616, -1.309, -1.424], [0.557, 2.718, -0.327], [-0.664, -2.082, 1.453], [0.882, -1.469, 0.838], [0.684, 0.898, -2.393]], "nbo_charge": [-0.409, 0.095, -0.651, -0.275, 0.243, -0.328, 0.229, 0.223, 0.204, 0.226, 0.214, 0.229]}

Entry 4:
{"formula": "C5H6O", "method": "wB97M-V/def2-TZVPD", "total_energy_ha": -269.28990, "charge": 0, "smiles": "C=C=CC(C)=O", "orbital_gap_ev": 10.484, "symbols": ["O", "C", "C", "C", "C", "C", "H", "H", "H", "H", "H", "H"], "coordinates": [[-0.349, -0.125, 1.916], [-0.513, -0.618, -0.406], [-1.159, 0.430, -0.846], [-1.704, 1.551, -1.222], [1.703, -0.744, 0.863], [0.213, -0.484, 0.906], [-2.734, 1.789, -0.975], [2.134, -0.380, -0.075], [-1.125, 2.286, -1.776], [-0.411, -1.528, -0.994], [2.167, -0.241, 1.713], [1.905, -1.818, 0.933]], "nbo_charge": [-0.519, -0.415, 0.152, -0.484, -0.718, 0.576, 0.233, 0.226, 0.229, 0.241, 0.241, 0.238]}

Entry 5:
{"formula": "C5H6O", "method": "wB97M-V/def2-TZVPD", "total_energy_ha": -269.26451, "charge": 0, "smiles": "C=C=C(C)C=O", "orbital_gap_ev": 9.744, "symbols": ["O", "C", "C", "C", "C", "C", "H", "H", "H", "H", "H", "H"], "coordinates": [[-2.560, 0.282, -0.357], [1.650, -1.547, -0.166], [-0.077, 1.551, 0.517], [-1.526, -0.328, -0.508], [-0.203, 0.216, -0.147], [0.835, -0.559, -0.348], [-0.012, 2.317, -0.260], [2.528, -1.857, -0.739], [-0.958, 1.753, 1.128], [0.827, 1.603, 1.130], [-1.519, -1.391, -0.838], [1.015, -2.039, 0.588]], "nbo_charge": [-0.527, -0.521, -0.619, 0.415, -0.247, 0.186, 0.226, 0.250, 0.236, 0.221, 0.115, 0.266]}

Entry 6:
{"formula": "C5H6O", "method": "wB97M-V/def2-TZVPD", "total_energy_ha": -269.16486, "charge": 0, "orbital_gap_ev": 8.248, "symbols": ["O", "C", "C", "C", "C", "C", "H", "H", "H", "H", "H", "H"], "coordinates": [[-0.165, 0.819, -0.027], [0.304, -0.491, -1.915], [0.888, 0.036, -0.637], [-1.564, 0.047, 2.878], [0.182, 0.982, 1.236], [-0.929, 0.690, 2.069], [0.161, 0.315, -2.637], [1.796, 0.635, -0.726], [-2.126, -0.499, 3.599], [0.962, -1.261, -2.324], [1.095, -0.794, 0.046], [-0.671, -0.938, -1.693]], "nbo_charge": [-0.497, -0.630, -0.068, -0.140, 0.246, -0.185, 0.215, 0.199, 0.237, 0.218, 0.184, 0.221]}

Entry 7:
{"formula": "C5H6O", "method": "wB97M-V/def2-TZVPD", "total_energy_ha": -269.26655, "charge": 0, "smiles": "CC#CCC=O", "orbital_gap_ev": 10.727, "symbols": ["O", "C", "C", "C", "C", "C", "H", "H", "H", "H", "H", "H"], "coordinates": [[-2.717, -0.890, -1.102], [-0.127, 0.788, 0.540], [-1.708, -0.449, -0.632], [-1.565, 0.810, 0.306], [0.924, 0.229, 0.322], [2.226, -0.386, 0.117], [2.221, -1.445, 0.396], [-0.682, -0.883, -0.784], [-1.916, 1.728, -0.184], [2.537, -0.325, -0.930], [-2.157, 0.693, 1.223], [2.964, 0.131, 0.731]], "nbo_charge": [-0.498, -0.032, 0.472, -0.586, -0.001, -0.689, 0.238, 0.112, 0.252, 0.237, 0.252, 0.243]}

Entry 8:
{"formula": "C5H6O", "method": "wB97M-V/def2-TZVPD", "total_energy_ha": -269.14582, "charge": 0, "orbital_gap_ev": 9.342, "symbols": ["O", "C", "C", "C", "C", "C", "H", "H", "H", "H", "H", "H"], "coordinates": [[0.092, -0.106, -1.664], [-0.477, 0.733, -0.675], [-1.214, -0.255, 0.231], [0.674, 0.701, 0.734], [0.942, -0.352, -0.540], [0.180, -0.711, 0.683], [1.703, 0.918, 1.123], [-1.826, -0.983, -0.307], [0.449, -1.553, 1.302], [1.968, -0.348, -0.830], [-1.765, 0.255, 1.019], [-0.725, 1.701, -1.077]], "nbo_charge": [-0.512, 0.181, -0.401, -0.366, 0.048, -0.275, 0.225, 0.208, 0.228, 0.226, 0.221, 0.217]}

Entry 9:
{"formula": "C5H6O", "method": "wB97M-V/def2-TZVPD", "total_energy_ha": -269.28527, "charge": 0, "smiles": "CC#CCC=O", "orbital_gap_ev": 10.538, "symbols": ["O", "C", "C", "C", "C", "C", "H", "H", "H", "H", "H", "H"], "coordinates": [[-3.215, -0.878, -0.482], [-0.073, 0.473, 0.303], [-1.512, 0.705, 0.187], [2.475, -0.307, 0.247], [1.075, 0.112, 0.269], [-2.112, -0.428, -0.647], [2.936, -0.143, 1.225], [-1.425, -0.821, -1.429], [3.040, 0.257, -0.501], [-1.723, 1.653, -0.328], [2.563, -1.372, 0.004], [-2.030, 0.751, 1.150]], "nbo_charge": [-0.507, -0.048, -0.579, -0.685, 0.024, 0.462, 0.238, 0.113, 0.236, 0.255, 0.237, 0.254]}

Entry 10:
{"formula": "C5H6O", "method": "wB97M-V/def2-TZVPD", "total_energy_ha": -269.25289, "charge": 0, "smiles": "C#C[C@@H]1C[C@@H]1O", "orbital_gap_ev": 10.506, "symbols": ["O", "C", "C", "C", "C", "C", "H", "H", "H", "H", "H", "H"], "coordinates": [[-1.370, 1.382, -0.103], [-1.135, 0.153, 0.493], [1.373, 0.236, -0.006], [-0.799, -1.066, -0.296], [0.255, -0.438, 0.610], [2.307, 0.793, -0.526], [-1.774, 0.034, 1.362], [-1.211, -2.029, -0.009], [-0.642, -0.935, -1.363], [0.491, -0.957, 1.536], [-0.652, 1.568, -0.723], [3.157, 1.258, -0.975]], "nbo_charge": [-0.686, 0.123, -0.025, -0.429, -0.352, -0.240, 0.196, 0.224, 0.226, 0.245, 0.478, 0.240]}

Entry 11:
{"formula": "C5H6O", "method": "wB97M-V/def2-TZVPD", "total_energy_ha": -269.18946, "charge": 0, "smiles": "C#C[C@@H]1O[C@@H]1C", "orbital_gap_ev": 10.296, "symbols": ["O", "C", "C", "C", "C", "C", "H", "H", "H", "H", "H", "H"], "coordinates": [[0.249, -0.370, -1.285], [0.168, 0.780, -0.474], [-1.370, -1.106, 0.271], [0.898, 0.896, 0.837], [-0.641, -2.081, 0.247], [-1.036, -0.030, -0.671], [0.692, 0.071, 1.523], [0.237, 1.656, -1.108], [0.584, 1.829, 1.316], [0.045, -2.874, 0.056], [-1.800, 0.281, -1.378], [1.975, 0.950, 0.665]], "nbo_charge": [-0.511, 0.076, -0.145, -0.642, -0.071, -0.004, 0.227, 0.182, 0.220, 0.234, 0.214, 0.221]}

Entry 12:
{"formula": "C5H6O", "method": "wB97M-V/def2-TZVPD", "total_energy_ha": -269.19218, "charge": 0, "orbital_gap_ev": 8.746, "symbols": ["O", "C", "C", "C", "C", "C", "H", "H", "H", "H", "H", "H"], "coordinates": [[0.154, 0.159, 0.369], [-0.973, 0.647, 0.816], [-1.428, -0.072, 3.317], [0.530, 0.555, -0.966], [-1.152, 0.196, 2.170], [0.876, -0.679, -1.766], [1.306, -0.385, -2.727], [-1.638, -0.332, 4.333], [-0.298, 1.127, -1.389], [-0.010, -1.289, -1.954], [1.611, -1.288, -1.234], [1.400, 1.205, -0.847]], "nbo_charge": [-0.458, 0.207, -0.151, -0.067, -0.181, -0.633, 0.220, 0.237, 0.204, 0.216, 0.220, 0.186]}